1.
18
Properties=species:S:1:pos:R:3:forces:R:3 method="wB97M-V/def2-TZVPD" lumo_energy_ev=0.7 charge=0 energy_ev=-9909.194 smiles=C[C@@H](O)[C@@H](N)CO homo_lumo_gap_ev=10.396
C -1.1418 -1.6467 0.1011 -1.994 0.537 -2.978
C 0.1660 -0.9867 0.2719 0.944 -0.013 5.152
O 1.1971 -1.4225 -0.5729 3.022 -0.412 0.545
C 0.0956 0.5254 0.4984 1.260 -0.231 0.141
N 1.4651 0.9048 1.1586 -4.325 -0.810 0.429
C -0.1771 1.3582 -0.7739 2.436 -1.165 -1.845
O -1.4901 1.0278 -1.4151 3.808 -1.771 1.145
H -0.9155 -2.6749 -0.0784 -0.227 -1.058 0.658
H -1.8908 -1.4282 0.9428 1.260 -0.439 -1.393
H -1.5470 -1.3601 -0.9294 -0.147 -0.077 1.482
H 0.3188 -1.3700 1.4005 0.756 0.860 -2.042
H 2.1675 -1.4788 -0.1262 -3.933 0.346 -1.178
H -0.7496 0.6285 1.2192 0.836 0.400 -0.236
H 1.4010 1.8826 1.1885 0.567 1.713 0.322
H 2.2010 0.6521 0.5774 1.406 -0.440 -1.502
H 0.7484 1.0759 -1.5412 -2.498 0.577 1.657
H 0.0072 2.4615 -0.5780 -0.845 -1.127 -0.217
H -1.8559 1.8511 -1.3432 -2.324 3.109 -0.141

2.
9
Properties=species:S:1:pos:R:3:forces:R:3 method="wB97M-V/def2-TZVPD" lumo_energy_ev=-0.2 charge=0 energy_ev=-235588.809 homo_lumo_gap_ev=8.160
C -0.0059 -0.5410 -0.8454 0.133 2.686 3.081
C -0.8424 0.6743 0.7812 1.432 -3.457 -1.601
S 1.4873 -1.3203 -0.3405 0.269 0.208 -0.276
Cl 2.9799 0.0902 -0.4370 -0.608 -0.145 0.000
Br -1.1834 -1.9710 -1.0729 -0.492 0.028 -0.334
Br -0.1276 2.3395 0.5961 0.594 1.290 0.074
Br -0.5140 -0.2841 2.4330 -0.463 0.654 -1.067
H -0.0171 0.4189 -1.3874 0.082 -1.161 -0.611
H -1.7768 0.5937 0.2729 -0.947 -0.104 0.734

3.
18
Properties=species:S:1:pos:R:3:forces:R:3 method="wB97M-V/def2-TZVPD" lumo_energy_ev=1.0 charge=0 energy_ev=-9353.865 homo_lumo_gap_ev=10.089
C -1.1994 0.2258 -1.9877 -0.391 -1.395 -3.782
C 1.2532 -1.0597 -0.1437 1.351 -1.836 -2.762
C 0.8027 -0.3439 0.8908 -6.719 2.676 4.146
C -0.1480 -0.2131 2.1929 3.250 -0.388 1.032
C -0.7597 1.0389 1.3916 -0.358 -5.166 0.175
C -0.4339 0.2648 0.0569 -0.857 -1.276 5.934
H -1.7566 1.2813 -2.3241 1.370 -3.140 0.994
H -1.8629 -0.6470 -1.2354 1.426 3.187 -3.492
H -0.9628 -0.6810 -3.2203 -0.379 3.165 3.540
H 1.8564 -1.8834 -0.1410 1.590 -2.149 -0.240
H 1.2281 0.5818 0.9896 2.617 1.998 0.359
H -0.9303 -0.9609 2.3698 0.127 0.122 -0.639
H 0.5602 -0.3416 3.2067 -2.069 1.356 -2.413
H -0.3658 1.9190 1.2167 3.173 4.420 0.375
H -1.6805 1.2364 1.7778 -3.228 0.295 0.233
H -1.2125 -0.6006 -0.1348 2.101 1.563 1.925
N 0.1890 0.6124 -1.1744 -5.603 -1.749 -0.741
N 0.9593 -0.5239 -1.2413 2.601 -1.683 -4.644

4.
28
Properties=species:S:1:pos:R:3:forces:R:3 method="wB97M-V/def2-TZVPD" lumo_energy_ev=-0.2 charge=0 energy_ev=-18597.353 smiles="CC1=CC(C)(C)C(C#N)(C#N)C(N)=C1C#N" homo_lumo_gap_ev=8.225
C -0.4795 0.4682 -3.0730 -0.965 0.742 0.592
C -0.3241 0.2724 -1.5749 1.506 -1.303 -0.324
C 0.7312 -0.4659 -1.1130 -1.863 1.824 -0.323
C 0.9039 -0.7514 0.3571 0.339 -1.349 -0.578
C 2.4005 -1.0481 0.6234 -0.249 -0.103 1.288
C 0.0796 -2.0561 0.6324 0.349 -0.165 0.795
C 0.3427 0.4326 1.2121 0.138 0.050 -0.191
C 0.3145 0.0562 2.6367 -0.339 -0.909 3.418
N 0.2525 -0.2379 3.7748 0.205 0.892 -3.415
C 1.2305 1.6239 1.0969 0.889 1.510 -0.250
N 1.9090 2.5652 1.0184 -1.153 -1.665 0.123
C -1.0565 0.8135 0.7207 -2.770 1.218 -1.828
N -2.0424 1.2688 1.5826 1.281 -0.381 0.175
C -1.3468 0.8012 -0.6555 1.782 -0.796 1.665
C -2.5742 1.2624 -1.2054 -0.858 0.960 -0.461
N -3.5016 1.7329 -1.7286 0.950 -0.744 0.794
H -1.3427 -0.1102 -3.4406 0.326 0.128 0.016
H 0.4145 0.2196 -3.6310 0.108 -0.185 0.070
H -0.7221 1.5297 -3.2592 0.113 -0.379 -0.101
H 1.4112 -0.8637 -1.8533 0.248 -0.133 0.267
H 3.0910 -0.3393 0.1907 -0.067 0.716 0.177
H 2.6951 -1.9672 0.1432 -0.310 -0.566 -0.202
H 2.6088 -1.1997 1.7141 -0.127 0.316 -0.829
H 0.5007 -2.8301 -0.0444 -0.460 0.431 0.438
H -1.0046 -1.9128 0.4205 0.776 -0.136 0.164
H 0.2306 -2.4134 1.6994 -0.292 0.395 -1.175
H -1.8175 1.4876 2.5480 -0.091 -0.144 -0.363
H -2.9043 1.6617 1.2080 0.533 -0.222 0.059

5.
16
Properties=species:S:1:pos:R:3:forces:R:3 method="wB97M-V/def2-TZVPD" lumo_energy_ev=0.6 charge=0 energy_ev=-10889.582 smiles="NC(=O)CCO.O" homo_lumo_gap_ev=10.527
N -0.3169 -0.4014 -0.5739 -0.177 0.392 0.018
C 0.2631 0.1027 0.5531 0.252 -0.341 -0.248
O 1.1190 -0.5085 1.1612 -0.106 0.038 0.041
C -0.2632 1.4324 1.0183 -0.720 0.008 1.295
C -1.7298 1.3424 1.5185 0.821 0.401 -0.517
O -2.3581 2.6070 1.5579 -0.032 0.511 0.177
H -0.0894 -1.3370 -0.8622 0.039 0.063 -0.062
H -0.9832 0.1505 -1.0913 0.088 -0.282 0.032
H 0.3378 1.7160 1.8855 0.150 0.039 -0.223
H -0.2332 2.2369 0.3117 0.222 0.219 -0.842
H -2.3428 0.7662 0.8449 -0.160 -0.349 -0.213
H -1.6988 0.8491 2.4763 -0.298 -0.158 0.543
H -1.7783 3.3056 1.8997 -0.084 -0.539 0.004
O 3.3852 -4.2451 -3.1812 -0.061 0.298 -0.787
H 3.8454 -4.4957 -3.9948 0.144 -0.271 0.342
H 2.8433 -3.5209 -3.5238 -0.079 -0.029 0.438

6.
88
Properties=species:S:1:pos:R:3:forces:R:3 method="wB97M-V/def2-TZVPD" lumo_energy_ev=-4.5 charge=+2 energy_ev=-91266.642 homo_lumo_gap_ev=8.993
Sn 1.2430 0.1540 -1.5033 0.634 -1.580 0.692
O 0.6925 0.2535 0.7029 -0.171 0.367 -0.007
P 0.1662 -0.6141 1.8405 -0.244 -0.338 -0.859
C -1.3077 -1.5843 1.2888 -0.966 0.229 -0.081
P -1.1673 -2.4104 -0.3721 2.048 -0.536 -1.479
O -0.0418 -1.7406 -1.2314 -2.168 -0.259 1.144
C -0.6100 -4.0953 -0.1182 0.879 -1.189 -0.244
C -1.3654 -5.2641 0.0829 0.913 -0.063 0.426
C -0.7288 -6.5075 0.3206 -2.517 -0.453 -0.271
C 0.6231 -6.6607 0.3562 1.831 0.959 -0.292
C 1.3966 -5.5107 0.0979 -0.910 0.809 -0.767
C 0.7678 -4.2868 -0.2707 1.295 -0.649 0.958
C -2.7223 -2.6290 -1.2378 -0.858 1.832 -1.116
C -3.8991 -2.8175 -0.5325 -1.141 -1.068 1.286
C -5.1558 -2.7118 -1.1504 1.450 1.047 -1.559
C -5.2231 -2.1908 -2.4633 -1.253 -0.499 1.022
C -4.0844 -2.0100 -3.2009 0.970 -0.751 1.100
C -2.8513 -2.2855 -2.6192 0.923 0.259 0.744
C 1.4890 -1.6540 2.4326 -0.134 -0.684 0.247
C 2.7171 -0.9967 2.5017 0.110 0.192 -0.230
C 3.8210 -1.7184 2.9590 0.243 1.096 -0.225
C 3.6386 -2.9786 3.5084 1.137 -0.587 0.085
C 2.4212 -3.6381 3.4579 0.111 -1.168 0.510
C 1.3658 -2.9969 2.8746 -0.921 1.055 -0.774
C -0.4328 0.3341 3.2301 -0.814 0.412 0.718
C -1.1457 -0.2403 4.3038 0.103 -0.810 0.386
C -1.6281 0.5417 5.3889 0.914 -1.361 -1.400
C -1.3100 1.8844 5.4055 0.792 -0.270 -0.785
C -0.5950 2.4774 4.3499 -0.370 -0.877 0.213
C -0.2089 1.7108 3.2535 -0.204 0.266 0.262
H -2.2098 -0.8853 1.2970 1.199 -0.762 -0.019
H -1.4824 -2.3499 2.0688 -0.127 0.206 -0.414
H -2.4273 -5.2055 -0.0063 -0.614 -0.172 0.240
H -1.3607 -7.4210 0.4297 0.429 0.978 -0.091
H 1.1184 -7.6371 0.4594 -0.419 0.542 0.245
H 2.4782 -5.5145 0.0988 0.009 -0.294 -0.157
H 1.3949 -3.4727 -0.6632 -0.292 -0.361 0.553
H -3.8665 -3.1637 0.5336 -0.049 0.509 -0.961
H -6.0725 -2.9462 -0.6934 -0.780 -0.244 0.956
H -6.2025 -1.9554 -2.9165 0.582 -0.314 0.364
H -4.1659 -1.7260 -4.2084 0.130 0.400 -1.173
H -1.9371 -2.1769 -3.1966 -0.114 0.095 0.020
H 2.8094 0.0685 2.1707 0.000 -1.156 0.249
H 4.7953 -1.2065 2.8330 -0.512 -0.731 0.597
H 4.4788 -3.5365 3.9323 -0.122 0.403 -0.188
H 2.3134 -4.6946 3.8422 0.183 1.417 -0.504
H 0.4494 -3.5392 2.6784 -0.140 0.042 0.219
H -1.2266 -1.3598 4.3603 -0.166 1.195 -0.075
H -2.1135 0.0216 6.2165 0.065 0.394 -0.237
H -1.4947 2.4012 6.3039 -0.428 0.942 0.720
H -0.3073 3.5107 4.3981 -0.067 0.294 0.019
H 0.2691 2.1874 2.4159 0.276 0.070 -0.164
C -0.5602 6.2780 -2.6330 0.795 -0.032 0.728
C 0.2016 5.2391 -1.8267 2.235 1.212 -0.047
C -0.5412 4.0276 -1.4209 -1.827 -0.731 -0.713
S -0.5252 2.6709 -2.6903 -1.586 -1.499 0.754
O -0.4066 1.2789 -1.8918 -0.423 1.820 -0.482
C -2.3612 2.3785 -2.9836 0.601 -0.487 0.033
C -3.1759 2.1612 -1.7079 0.535 -0.715 1.725
C -4.3830 3.1308 -1.6776 2.123 0.478 0.017
H 0.1439 7.0927 -2.8974 -0.753 -0.426 -0.098
H -1.3954 6.6487 -2.0584 -0.195 0.393 0.208
H -0.9688 5.7767 -3.4733 -0.336 -0.041 -1.310
H 0.6099 5.7560 -0.9196 -0.307 -0.654 -0.541
H 1.0996 4.9313 -2.4178 -0.425 0.241 0.457
H -1.6181 4.2475 -1.3144 0.416 -0.130 0.370
H -0.1516 3.5589 -0.5499 0.252 -0.488 0.770
H -2.3961 1.4572 -3.5895 0.436 0.510 0.054
H -2.7909 3.1764 -3.5561 0.150 0.648 -0.465
H -2.4892 2.1745 -0.7772 -1.182 0.382 -1.304
H -3.5106 1.1028 -1.6987 -0.009 0.587 -0.140
H -4.0133 4.1649 -1.5394 -0.262 -0.365 -0.032
H -5.1187 2.9349 -0.9441 -0.575 -0.392 0.884
H -4.8374 3.0850 -2.6360 -0.646 0.038 -0.875
O 2.2472 2.1007 -1.0957 1.235 1.540 -0.541
S 3.3823 2.8538 -1.8982 -0.044 -1.691 0.879
C 4.3712 1.5241 -2.7494 0.237 -0.141 -0.191
C 5.5674 1.0486 -1.8887 -0.690 -0.942 0.631
C 5.7193 1.9976 -0.6542 -0.575 -1.251 0.413
C 4.7149 3.1727 -0.6689 0.221 -0.619 -0.325
H 4.7360 1.9649 -3.6581 0.122 0.627 -0.460
H 3.7269 0.6992 -3.1099 0.038 0.575 0.552
H 6.5259 1.0044 -2.4591 -0.977 0.074 0.240
H 5.3170 -0.0124 -1.5536 0.561 1.371 -0.290
H 6.7370 2.3518 -0.6543 0.215 0.379 0.252
H 5.5731 1.3934 0.2700 0.144 0.515 -0.590
H 5.2371 4.0683 -0.9828 -0.219 0.380 -0.150
H 4.2285 3.3481 0.2970 -0.008 0.001 -0.316

7.
16
Properties=species:S:1:pos:R:3:forces:R:3 method="wB97M-V/def2-TZVPD" lumo_energy_ev=1.0 charge=0 energy_ev=-7393.887 smiles="CC[C@@H](C)C=O" homo_lumo_gap_ev=10.690
C 2.0815 -0.1554 -0.3451 -0.168 0.001 0.044
C 0.8284 -0.6332 0.4463 -0.184 0.124 -0.108
C -0.5269 -0.2151 -0.2355 0.723 -0.048 -0.074
C -1.9405 -0.2906 0.4549 -0.103 0.031 0.023
C -0.5502 1.2709 -0.4629 -0.427 0.088 0.772
O -0.0636 2.0623 0.3103 0.031 -0.041 -0.792
H 2.0942 0.9341 -0.4515 -0.061 -0.201 0.016
H 3.0045 -0.4258 0.1908 -0.373 -0.011 -0.058
H 2.1687 -0.5952 -1.3490 -0.230 0.027 0.225
H 0.9236 -1.7222 0.5689 -0.391 0.265 0.013
H 0.8959 -0.1773 1.4363 -0.166 -0.094 0.009
H -0.5963 -0.7771 -1.1793 -0.073 0.394 0.067
H -1.9116 -0.1446 1.5398 0.261 -0.319 -0.158
H -2.6232 0.5298 0.1125 0.680 -0.544 -0.015
H -2.4587 -1.2027 0.1709 0.072 -0.217 0.342
H -1.3259 1.5421 -1.2073 0.407 0.545 -0.305

8.
9
Properties=species:S:1:pos:R:3:forces:R:3 method="wB97M-V/def2-TZVPD" lumo_energy_ev=-6.8 charge=+1 energy_ev=-17974.287 smiles="OS1#[N+]N=CC=1" homo_lumo_gap_ev=8.533
O 1.0426 -1.8290 -0.4708 -0.078 0.090 -0.760
S 0.0326 -1.0821 0.4991 1.333 1.120 0.447
N -1.7549 -0.5088 -0.1044 -2.048 -0.639 -0.797
N -1.7578 0.6592 -0.2187 0.449 -0.624 0.488
C -0.5436 1.4163 -0.0568 1.017 -3.282 0.245
C 0.4975 0.6059 0.2433 0.564 0.738 0.511
H 1.6425 -2.4845 -0.0729 -0.351 -0.039 0.386
H -0.7455 2.4031 -0.2374 0.524 2.495 -0.221
H 1.5866 0.8198 0.4186 -1.410 0.140 -0.299